{"formula": "C5H8N2", "method": "wB97M-V/def2-TZVPD", "elements": ["C", "C", "C", "C", "N", "N", "C", "H", "H", "H", "H", "H", "H", "H", "H"], "positions_angstrom": [[0.29669, -0.99635, 1.70071], [0.44267, 0.44538, 1.27005], [0.96706, 0.87716, -0.04599], [1.08946, -0.08569, -1.12724], [0.97164, -0.77243, -2.05654], [-0.43960, 1.11833, 0.34162], [-1.62680, 0.16838, -1.84862], [0.16215, -1.66179, 0.84341], [1.18528, -1.31835, 2.25697], [-0.56923, -1.09629, 2.36302], [0.76892, 1.09773, 2.09168], [1.65055, 1.72508, -0.12691], [-0.86775, 0.83148, -1.51852], [-2.46455, 0.57331, -2.41466], [-1.56649, -0.90595, -1.72898]], "atomic_forces_ev_per_a": [[-0.27, -0.07, -0.09], [0.44, 0.01, 0.33], [0.40, -0.20, -0.23], [-0.13, -0.74, -1.16], [0.82, 0.62, 1.32], [0.38, 0.26, 1.01], [-1.05, -0.15, -0.67], [-0.02, 0.10, 0.09], [-0.15, 0.14, -0.17], [0.10, -0.01, -0.12], [-0.25, -0.05, -0.23], [-0.33, -0.11, 0.05], [-0.17, 0.05, -0.52], [0.08, -0.10, 0.31], [0.13, 0.25, 0.08]], "lowdin_charge": [-0.0433, -0.3451, -0.2830, -0.2136, 0.1660, 0.1593, 0.0990, 0.0758, 0.0837, 0.0810, 0.1452, 0.1424, -0.0671, 0.0013, -0.0015], "relative_energy_kj_mol": 564.1, "gap_ev": [10.98, 7.13]}